Density functional theory data (ωB97M-V with the def2-TZVPD basis set) for a cluster of 2 separate species, C22H23BN5O9S in total at a distorted geometry.

Last column: natural (NBO) charge in e.
Positions of all 61 atoms, in Å:
C1 -2.78180 0.79111 -2.94347  -0.44
N1 -1.46904 1.51085 -3.15841  -0.64
C2 -1.01357 2.28761 -1.94315  -0.27
C3 0.29876 1.45674 -1.32301  -0.01
C4 1.80374 1.63810 -1.98954  -0.01
C5 2.18404 2.63287 -3.23501  -0.46
C6 1.31267 2.40562 -4.60398  -0.41
C7 1.19588 0.85008 -5.10764  -0.23
N2 2.45835 0.06628 -4.76060  -0.85
C8 3.07298 0.75375 -1.35355  0.15
N3 4.48719 0.86033 -1.96193  -0.88
C9 2.92679 -0.28509 -0.08389  0.09
N4 4.04993 -1.14524 0.53221  -0.59
S1 3.15197 -1.95863 1.82529  0.85
N5 1.49950 -1.38648 1.75016  -0.54
C10 1.43514 -0.41983 0.58295  0.10
C11 0.14709 0.42145 -0.01789  -0.02
C12 -1.37974 0.31572 0.65170  -0.11
O1 -1.52891 -0.80133 1.59467  -0.51
C13 -2.08515 -2.00658 0.96575  0.30
C14 -3.42885 -2.10548 0.03372  -0.31
C15 -4.04779 -3.47913 -0.62645  -0.24
C16 -3.23970 -4.89618 -0.27541  -0.25
C17 -1.85729 -4.86941 0.65786  -0.24
C18 -1.29728 -3.44860 1.26758  -0.23
H1 -3.65934 1.55277 -2.67110  0.17
H2 -2.73012 -0.13226 -2.22383  0.22
H3 -3.09354 0.35120 -4.00867  0.21
H4 -1.67813 2.21452 -3.92816  0.36
H5 -0.65083 3.33872 -2.32281  0.22
H6 -1.87975 2.40689 -1.14481  0.21
H7 3.31784 2.63615 -3.52650  0.27
H8 1.93712 3.73958 -2.86331  0.22
H9 1.89598 2.98875 -5.46722  0.21
H10 0.29224 2.96767 -4.47787  0.19
H11 1.17015 0.88920 -6.30062  0.18
H12 0.25377 0.27007 -4.72705  0.21
H13 2.57970 -0.59041 -5.58545  0.35
H14 2.18937 -0.53878 -3.95198  0.37
H15 4.69239 -0.04912 -2.47561  0.38
H16 5.20569 0.98159 -1.21515  0.38
H17 -2.20510 0.38997 -0.17373  0.20
H18 -1.48324 1.31165 1.30225  0.23
H19 -4.01757 -1.10206 -0.20018  0.22
H20 -5.01978 -3.45379 -1.31108  0.24
H21 -3.68252 -5.89385 -0.70524  0.22
H22 -1.26310 -5.84337 0.94944  0.24
H23 -0.34075 -3.43964 1.95463  0.27
B1 0.17444 0.44719 6.04676  1.13
O2 1.29844 -0.21057 5.37278  -0.64
C19 1.07861 -1.53058 5.44911  0.66
O3 1.82603 -2.37607 4.98458  -0.56
C20 -0.15302 -1.78184 6.15073  0.66
O4 -0.63468 -2.87803 6.38636  -0.55
O5 -0.71283 -0.62065 6.51850  -0.64
O6 0.64364 1.27188 7.16486  -0.64
C21 0.24682 2.52756 6.91485  0.65
O7 0.47385 3.47544 7.64918  -0.55
C22 -0.47248 2.57434 5.66876  0.66
O8 -0.96319 3.56897 5.15953  -0.55
O9 -0.53105 1.34840 5.13008  -0.64

Values from the calculation:
molar mass: 544.33 g mol⁻¹
HOMO level: -6.047 eV
ΔE to the lowest compared entry with this formula, charge and spin: 1919.53 kJ/mol
net charge: -1



Density functional theory data (ωB97M-V with the def2-TZVPD basis set) for a structure of composition C23H45N5O14P3Ti at a distorted geometry.

Last column: natural (NBO) charge in e.
Positions of all 91 atoms, in Å:
Ti1 -0.28941 -0.71327 0.35780  1.75
C1 3.16339 -0.79163 -1.06889  -0.42
C2 2.10895 -1.28265 -2.04637  -0.23
N1 0.76423 -0.68576 -1.85391  -0.67
C3 0.44198 0.34544 -2.89364  -0.21
C4 0.80875 1.80353 -2.61253  -0.23
N2 -0.09105 2.50933 -1.72479  -0.66
C5 0.04553 3.96301 -1.85147  -0.21
C6 -0.27336 4.72379 -0.56529  -0.41
C7 0.77172 4.49208 0.52911  -0.21
N3 0.67199 3.11751 1.01893  -0.66
C8 1.85299 2.52317 1.63238  -0.24
C9 2.40155 1.37027 0.77906  -0.22
N4 1.74306 0.00984 0.82429  -0.70
C10 2.73789 -0.99926 0.37870  -0.23
H1 3.40153 0.25581 -1.25240  0.21
H2 4.07660 -1.36005 -1.24955  0.24
H3 2.01049 -2.36133 -1.92105  0.22
H4 2.45737 -1.09856 -3.06554  0.21
H5 0.13164 -1.44351 -2.09909  0.44
H6 -0.62806 0.30683 -3.09082  0.21
H7 0.96040 0.05896 -3.81242  0.20
H8 0.75641 2.31685 -3.57558  0.21
H9 1.86096 1.85398 -2.28601  0.16
H10 0.06404 2.26144 -0.75710  0.38
H11 -0.62629 4.29897 -2.64850  0.20
H12 1.06689 4.23348 -2.15919  0.17
H13 -1.25638 4.43074 -0.18267  0.20
H14 -0.30769 5.78756 -0.80568  0.23
H15 0.63973 5.22924 1.33199  0.19
H16 1.76906 4.64092 0.10756  0.19
H17 -0.15572 3.01767 1.58068  0.38
H18 1.67777 2.17401 2.64698  0.22
H19 2.64647 3.27285 1.67887  0.21
H20 3.44269 1.20969 1.07759  0.20
H21 2.39175 1.72652 -0.24858  0.21
H22 1.58638 -0.16736 1.82982  0.45
H23 2.30449 -1.99580 0.48863  0.24
H24 3.61614 -0.93633 1.02644  0.22
O1 -1.77651 -3.48117 2.95209  -0.97
P1 -1.45309 -2.10048 2.29630  2.58
O2 -2.34398 -1.71846 1.18104  -1.07
O3 0.00222 -1.98434 1.79590  -1.10
O4 -1.54528 -1.05348 3.51341  -1.04
P2 -0.62219 0.24500 3.15514  2.56
O5 -1.33535 1.43036 3.90220  -0.97
O6 0.76763 0.01067 3.57456  -1.10
O7 -0.85431 0.49345 1.65387  -1.08
H25 -1.56551 -3.57141 3.89370  0.54
H26 -1.04775 1.53893 4.82208  0.53
C11 -3.21816 -5.11335 -1.38979  -0.64
C12 -2.78410 -4.47396 -0.08810  -0.06
O8 -1.33877 -4.33310 -0.03113  -0.87
P3 -0.40174 -3.15368 -0.55130  1.90
O9 -0.18181 -3.36312 -2.13198  -0.87
C13 0.11698 -4.63919 -2.73358  -0.06
C14 -0.61207 -4.74981 -4.05540  -0.62
O10 1.01022 -3.85153 -0.11379  -0.88
C15 1.32327 -4.55311 1.10148  -0.06
C16 2.66838 -5.22405 0.91628  -0.62
H27 -4.29170 -5.29901 -1.35938  0.23
H28 -2.70820 -6.06465 -1.54641  0.21
H29 -3.00313 -4.44042 -2.21775  0.22
H30 -3.03263 -5.10515 0.76377  0.20
H31 -3.25539 -3.50707 0.03799  0.22
H32 -0.17076 -5.43997 -2.05173  0.19
H33 1.19689 -4.68892 -2.88424  0.19
H34 -1.68886 -4.78146 -3.90138  0.22
H35 -0.29955 -5.65884 -4.56802  0.23
H36 -0.38250 -3.89133 -4.68635  0.22
H37 0.54310 -5.28802 1.30286  0.20
H38 1.36580 -3.84924 1.93108  0.19
H39 2.62148 -5.96696 0.12076  0.22
H40 2.95798 -5.71804 1.84310  0.23
H41 3.42909 -4.48686 0.65755  0.21
O11 -2.47646 -1.94794 -1.65031  -0.59
C17 -2.54259 -0.77881 -1.32308  0.81
O12 -1.51797 -0.14519 -0.77044  -0.74
C18 -3.74713 0.04723 -1.59094  -0.08
C19 -4.96828 -0.57530 -1.82591  -0.16
C20 -6.08365 0.19242 -2.10269  -0.19
C21 -5.95059 1.57104 -2.14724  0.05
C22 -4.73998 2.20473 -1.91961  -0.18
C23 -3.62718 1.43570 -1.63240  -0.20
N5 -7.13505 2.39036 -2.45559  0.53
O13 -8.19338 1.81271 -2.59744  -0.36
O14 -6.97337 3.59129 -2.54606  -0.36
H42 -5.03205 -1.65352 -1.77483  0.24
H43 -7.04944 -0.25427 -2.28545  0.26
H44 -4.68888 3.28225 -1.96755  0.26
H45 -2.65690 1.88414 -1.45352  0.26

Values from the calculation:
molar mass: 756.42 g mol⁻¹
HOMO level: -10.972 eV
net charge: +1



Density functional theory data (ωB97M-V with the def2-TZVPD basis set) for a structure of composition C19H24N3O5S at a distorted geometry.

Last column: natural (NBO) charge in e.
Positions of all 52 atoms, in Å:
C1 -0.25132 -3.56514 1.94581  -0.57
C2 0.67897 -2.45138 1.23751  -0.19
N1 0.20060 -1.83093 -0.07116  -0.47
C3 -1.27168 -1.43348 -0.00031  -0.26
H1 -1.48921 -1.20696 0.88281  0.21
H2 -2.11642 -2.27382 -0.13105  0.26
C4 -1.63281 -0.37411 -0.79879  -0.18
N2 -1.22079 1.08351 -0.54301  -0.42
C5 -2.15631 2.12269 -0.26864  0.64
O1 -1.60926 3.17888 -0.03157  -0.59
C6 -3.58647 2.04191 -0.05611  0.06
C7 -4.46594 3.00662 -0.07743  0.18
O2 -5.66015 2.65936 -0.01122  -0.39
C8 -6.19924 1.62433 -0.00899  -0.06
H3 -7.21681 1.53088 0.29057  0.19
C9 -5.36654 0.48361 0.74211  -0.10
H4 -5.63440 -0.66178 0.54030  0.22
O3 -4.05267 0.49400 0.09174  -0.59
H5 -5.10158 0.85704 1.62038  0.18
H6 -6.34791 1.35562 -0.99608  0.17
H7 -4.01661 3.91156 -0.05351  0.24
C10 -0.00012 1.47959 -0.13472  0.19
N3 1.06725 0.58176 -0.27116  -0.54
C11 2.27463 1.03276 0.00471  0.05
C12 3.52240 0.41077 -0.38815  -0.19
C13 4.75374 0.99545 0.01277  0.18
C14 4.66988 2.19507 0.16503  0.26
C15 3.53657 3.27305 0.11929  -0.18
C16 2.24640 2.33919 0.08766  -0.29
S1 0.71664 2.95160 -0.00056  0.68
H8 3.50523 4.29154 0.21312  0.24
O4 5.89835 2.79197 0.18888  -0.47
C17 6.79233 1.71497 0.28376  0.21
O5 5.92400 0.40333 0.06092  -0.45
H9 7.43046 1.69847 -0.57491  0.18
H10 7.36622 1.78546 1.24101  0.19
H11 3.56631 -0.82259 -0.42496  0.22
H12 -2.58966 -0.19391 -0.99407  0.27
H13 -0.95353 -0.35941 -1.84540  0.20
C18 0.12011 -2.72675 -1.06745  -0.26
C19 1.73889 -2.88172 -1.54623  -0.59
H14 1.76660 -1.73474 -1.82434  0.20
H15 1.64920 -3.53852 -2.50986  0.22
H16 2.33420 -3.24131 -0.92599  0.17
H17 -0.55982 -2.51919 -2.03419  0.25
H18 0.15092 -3.94388 -0.87323  0.23
H19 0.89926 -0.70131 -0.25617  0.46
H20 0.69789 -1.74589 1.97651  0.21
H21 1.57425 -2.70057 0.98225  0.19
H22 -1.44583 -3.17228 2.13137  0.21
H23 -0.32529 -4.38423 1.16059  0.22
H24 0.18909 -3.83111 2.74018  0.20

Values from the calculation:
molar mass: 406.48 g mol⁻¹
HOMO level: -10.703 eV
net charge: +1